[1]
A 25-piece molecular cluster, H48IO24 overall. Source: the OMol25 dataset; level of theory: ωB97M-V/def2-TZVPD.

```
! wB97M-V def2-TZVPD RIJCOSX def2/J DEFGRID3
* xyz -1 1
H 4.13417 0.59263 -2.49418
H -0.20882 4.71518 3.77210
H 2.66119 -2.79566 -1.02338
O -2.58686 -4.88447 3.79021
O -2.37062 1.53668 1.12721
O 0.52368 3.82173 -1.74488
H -2.57887 0.63890 0.81213
O 2.15515 -1.64724 -3.61570
H 3.02656 -1.32337 -3.26798
O -1.38448 -2.14054 3.44782
H -1.14770 3.56124 1.21957
O -1.08034 -2.55216 0.65540
H 3.17770 -3.27887 -3.58709
H 0.23067 -3.64572 -2.00429
H 0.07954 4.33797 -1.05561
I 0.95481 0.08595 0.84321
H 1.88814 -0.80220 -4.03992
O -0.93402 1.42435 -2.99503
H -3.42095 2.70779 0.48881
H -0.38211 -1.90125 0.41392
H -1.79768 1.72325 -3.30000
H -1.55122 -1.23271 3.71723
H -0.83322 2.21078 3.89942
H 2.47904 3.36392 1.71434
O -0.74510 1.30153 3.60344
H 0.57251 -2.62683 -3.00530
H 1.86271 1.36519 -3.77498
H -1.85112 -1.63588 -2.31798
H -0.70902 -3.42597 0.44164
H 1.55776 -4.01633 4.53922
H -4.12902 2.93674 -1.79344
O -0.71496 4.35063 1.58419
O 4.46111 -0.02896 -3.19364
O 3.11626 -4.10183 -3.03004
H 0.13667 1.04874 3.31863
H -3.64622 4.25305 0.93754
O 2.70011 -2.82482 -0.07135
H -2.12429 -1.72813 -0.72262
H 0.48100 0.85490 -4.10333
H 3.06056 2.71022 -1.69943
H 1.68459 2.88571 0.57612
O -2.37774 -1.32137 -1.51979
O -5.08973 -0.49226 -2.91699
H 1.57394 -4.30680 0.72610
H 5.34291 -0.14262 -2.88562
O -4.15463 2.57716 -2.65879
O 1.92337 3.74503 1.02576
H 2.48713 1.49095 -0.88682
H -0.14602 3.29579 -2.18692
H -4.89466 -0.28159 -3.82380
O -4.04805 3.46050 0.49213
H 0.24766 4.18374 1.54091
H -1.96744 1.38298 1.97865
H -2.17363 -3.99305 3.82964
H 0.04757 -3.80197 4.45209
H -1.24004 -2.23529 2.54130
H -4.30035 -0.51212 -2.45512
O -0.24964 -2.97915 -2.55808
H 0.11010 4.24343 5.19343
O 1.41887 0.77595 -4.44375
H 0.61266 -4.65373 1.87269
H -4.56598 1.66927 -2.61852
H -1.08431 0.61458 -2.47012
H 4.02467 -4.36197 -2.79004
H 2.54617 -1.98168 0.32165
H 2.19735 2.41378 3.88466
H -3.47593 -4.80108 4.18560
O 0.76528 -4.38555 4.16551
O 0.74167 -4.81613 0.94177
O 2.88598 2.00947 3.33931
O 3.15483 1.79300 -1.51649
O 0.53197 4.29478 4.32244
H 2.40873 1.28185 2.85518
*
```

Results
Highest occupied orbital energy in hartree: -0.2361
ΔE to the lowest compared entry with this formula, charge and spin in kJ/mol: 107.7
Frontier orbital gap in eV: 8.35
M in u: 559.26
E in eV: -58027.3641
Maximum force in eV/A: 4.27

***

[2]
C31H27Cl3N3O6PdS2 as an isolated structure. Source: the OMol25 dataset; level of theory: ωB97M-V/def2-TZVPD.

```
! wB97M-V def2-TZVPD RIJCOSX def2/J DEFGRID3
* xyz 1 1
S 3.32736 1.01312 -4.15681
H 2.74018 -0.97859 0.32947
C 0.22269 1.78813 1.82756
H -5.18135 5.65098 -1.18943
O -2.86052 6.21409 -1.22729
H 2.87686 2.46879 1.48410
C 2.98414 -0.22305 -5.29323
H 2.24558 -1.52607 -1.68822
H 2.54108 1.30025 0.15604
H 0.00373 -0.59316 5.94316
N -3.59045 2.93098 -0.08256
Cl 4.48523 0.37070 -1.49185
C 0.63514 -2.79219 -2.26621
Pd -1.70809 1.60553 0.18198
C 3.86005 -1.41991 -3.49636
C 0.19087 0.40304 1.62598
C -3.78994 4.16483 -0.54060
H -3.08319 -1.43784 0.11101
H 4.71817 -3.36895 -3.26359
H 0.08579 -0.01787 -2.24524
Cl 1.30433 -5.54045 -0.59587
S 0.77783 2.83678 0.49176
H 3.02924 2.97890 -0.22552
C -2.17959 -1.44392 -0.47177
O -5.09617 -0.06584 0.85385
H -0.56503 -1.85609 4.84444
C 2.57066 -2.15506 2.10435
N -0.38837 -1.99674 -1.60392
C 4.12988 -2.65529 -2.68989
O -3.05309 0.76266 1.20926
H -0.58916 1.90258 5.09711
O 0.13523 2.12908 -0.73154
H 3.19100 -2.36719 -5.38343
H 1.65277 -5.41411 2.15209
C 2.05915 -2.93989 -0.14751
C 3.31222 -1.45148 -4.82021
C -0.38635 0.09361 3.95054
C -0.12166 -0.42927 2.69209
C -5.93900 2.52615 -0.15776
H -7.14657 4.14451 -0.88307
C 1.78623 -4.19717 0.39498
C -0.55915 -0.66951 -1.67476
C 3.91021 -0.14009 -3.03297
C -0.07034 2.33452 3.07824
H -6.74000 1.82146 0.01594
C -6.14881 3.79886 -0.64853
C -0.36600 1.48511 4.12262
C -1.41816 -2.50373 -0.83827
H -2.03907 6.72656 -1.28066
N -1.64934 -0.29201 -1.03095
C -4.29404 0.82424 0.73767
H -0.14623 -1.50113 2.53576
H -1.69230 -0.65426 5.48207
Cl 2.33508 -3.69513 4.30905
C -4.63655 2.14286 0.12027
C -0.67487 -0.80812 5.11697
H 2.88381 -1.36346 2.77174
C -5.05632 4.64067 -0.83214
C 2.48964 2.34151 0.47389
C -2.56960 5.02708 -0.68054
C 2.46947 -1.94699 0.73753
H 0.33808 -3.83434 -2.20477
O 2.91706 -3.34695 -2.38693
H -1.51161 -3.55858 -0.64261
O -1.46634 4.70321 -0.33286
H 0.70886 -2.52634 -3.32021
H 0.48806 -0.01971 0.67571
H -0.06964 3.40857 3.22033
C 2.00250 -2.59168 -1.62045
C 1.87476 -4.43277 1.75684
H 2.57349 0.03571 -6.25658
H 4.67437 -2.41576 -1.77313
C 2.25609 -3.40436 2.60381
*
```

Results
Highest occupied orbital energy in hartree: -0.4197
ΔE to the lowest compared entry with this formula, charge and spin in kJ/mol: 34.8
Frontier orbital gap in eV: 7.75
M in u: 814.48
E in eV: -112052.6913
Maximum force in eV/A: 0.92

***

[3]
A single C2H7NO2S molecule. Source: the OMol25 dataset; level of theory: ωB97M-V/def2-TZVPD.

```
! wB97M-V def2-TZVPD RIJCOSX def2/J DEFGRID3
* xyz 0 1
H -2.62976 -0.40725 0.23669
N 1.04693 1.38529 -0.24569
H -1.45454 0.78512 -0.77007
S 1.20536 -0.26032 0.15351
H -0.32113 -1.52320 -1.28200
C -1.63258 0.07866 0.00095
O 1.47597 -0.38217 1.55659
C -0.44160 -1.00192 -0.08574
H -0.64315 -1.88619 0.53589
H 1.06331 1.84135 0.60668
H 1.71895 1.57228 -0.82315
H -1.46377 0.62199 0.99900
O 2.07601 -0.82365 -0.88264
*
```

Results
Highest occupied orbital energy in hartree: -0.4014
ΔE to the lowest compared entry with this formula, charge and spin in kJ/mol: 224.4
Structure (SMILES): CCS(N)(=O)=O
Frontier orbital gap in eV: 11.68
M in u: 109.15
E in eV: -18606.0668
Maximum force in eV/A: 7.18

***

[4]
A single C18H22N4O3 molecule. Source: the OMol25 dataset; level of theory: ωB97M-V/def2-TZVPD.

```
! wB97M-V def2-TZVPD RIJCOSX def2/J DEFGRID3
* xyz 0 1
C -4.31630 -0.04698 0.20137
H -0.02307 0.39163 -0.66602
C -4.67365 0.96416 -0.89917
H -3.86310 1.08994 1.99905
C -3.32737 0.73151 1.10566
H 2.07786 2.51662 -1.60882
C -2.20175 -0.15377 1.63747
C 3.89496 0.53166 0.45377
H -1.07692 -3.15921 0.62563
N -1.17138 -0.47167 0.83270
N 0.01694 -2.39495 -0.94140
H 3.22269 -2.69261 0.32861
H -5.74732 1.08617 -1.02040
C 4.68498 1.50777 1.06281
H -4.70502 2.82519 0.22902
H -3.84662 -0.93855 -0.21207
H 3.48569 4.23753 -0.51797
H -3.64873 2.90298 -1.20784
H 5.14494 3.58725 1.18221
C 3.59651 3.19684 -0.25118
C -0.13979 -1.36162 1.32922
H -1.77147 0.52919 -0.89916
C 4.03742 -0.87561 0.81184
H -0.37055 -1.59729 2.36925
N 2.14882 -0.02715 -1.14514
H -0.73805 -1.16824 -2.43878
O -2.89354 1.84651 0.35087
C -4.00964 2.25797 -0.40639
C -0.12219 -2.64101 0.48021
H -4.24896 0.66205 -1.85658
O 4.80963 -1.34785 1.61673
H -5.18693 -0.35849 0.77411
C -0.94843 -1.41734 -1.39850
H 0.67760 -3.30405 0.81419
H 1.82974 -3.28424 -1.34157
H -1.93112 -1.90253 -1.34855
C 2.80947 2.24815 -0.86314
C -0.97978 -0.12980 -0.55831
C 1.36570 -2.29732 -1.45550
C 4.53590 2.83034 0.71182
O -2.28783 -0.58571 2.77546
C 2.26333 -1.26116 -0.81703
H 1.29322 -2.07094 -2.52139
N 3.15920 -1.70400 0.11411
H 0.82447 -0.84484 1.28346
H 5.40233 1.19411 1.80599
C 2.94811 0.89936 -0.52066
*
```

Results
Highest occupied orbital energy in hartree: -0.3068
ΔE to the lowest compared entry with this formula, charge and spin in kJ/mol: 113.5
Structure (SMILES): O=C([C@@H]1CCCO1)N1CCN(Cc2nc3ccccc3c(=O)[nH]2)CC1
Frontier orbital gap in eV: 8.81
M in u: 342.40
E in eV: -31126.8880
Maximum force in eV/A: 0.68

***

[5]
C29H32N2O6PdTe2 as an isolated structure. Source: the OMol25 dataset; level of theory: ωB97M-V/def2-TZVPD.

```
! wB97M-V def2-TZVPD RIJCOSX def2/J DEFGRID3
* xyz -1 2
H -3.14904 0.38749 -0.15335
C 0.75475 -3.77445 0.98167
N 0.40065 1.23757 0.00604
C -0.66246 -0.78110 2.94736
C -2.47351 1.33867 -2.96137
H -2.49928 1.95942 0.26754
C -0.77422 -5.60182 1.50695
C -0.32740 -2.94429 0.65099
H -2.74963 -2.22815 -0.71603
C 1.52211 0.73824 0.29939
H 2.09693 1.69192 -2.90115
C -1.62849 -3.48940 0.67865
C -2.38455 0.56219 1.87396
Te -0.43248 -0.85233 -0.04682
C -1.82874 -4.79560 1.10967
H 3.46004 -0.10998 1.92835
H -4.06873 1.46465 0.90827
H -0.61482 -0.75047 5.08977
H 2.70118 -4.10779 0.17424
H 2.39565 -2.40910 0.52288
C -1.29462 -0.30817 1.80443
C 1.38650 1.07594 -3.47036
Te -0.20865 3.77513 1.68832
C -0.30352 5.28494 -2.33006
C 3.73749 0.79847 1.41014
H -0.64811 -7.13095 3.01694
C 0.50174 -5.07457 1.42084
H -0.47385 1.25189 -4.45762
H -3.65813 1.61380 3.22579
H 1.93428 0.64190 -4.31570
C -2.81887 0.93359 3.14530
H 0.63681 2.55101 -4.84823
C 2.21871 -3.41666 0.86924
H -2.54962 0.79367 5.26314
C 2.84220 1.36836 0.50837
C 4.96360 1.39901 1.64483
C -2.19272 0.47389 4.29207
C 5.30915 2.55966 0.96500
C 3.18985 2.52920 -0.17141
O 0.88543 0.02102 -2.67898
O -1.75324 0.49890 -2.33452
C 0.26411 1.93026 -4.02615
H -3.70888 -3.39193 0.17201
H 2.71210 -3.54090 1.83643
H -2.15103 3.06279 -4.21717
H 1.35023 -5.69837 1.68911
O -3.60609 1.15733 -3.40765
C -3.06868 1.11140 0.65827
H 4.68877 4.02551 -0.47294
H 0.17889 -1.45779 2.85894
C -0.99984 -7.00901 1.99066
H -0.37032 4.50730 -4.30835
O -0.09880 6.44429 -2.64653
H -2.32393 3.42629 -2.49872
O 1.48977 -0.61421 0.49119
C 0.05200 4.19308 -3.34452
O -0.80313 4.87849 -1.21440
C -1.86513 2.73694 -3.20973
N -0.39716 2.81789 -3.02899
H -0.09088 0.18213 -2.57799
H -0.45936 -7.72843 1.37265
H 5.65016 0.96138 2.35856
H 6.26800 3.02939 1.14560
H -2.83976 -5.18957 1.13108
Pd -0.20643 3.01709 -0.70981
C -1.10959 -0.38672 4.19838
H -2.05778 -7.26892 1.96430
H -3.12631 -1.94790 0.98701
C 4.42352 3.11899 0.05558
H 2.48529 2.97648 -0.86029
C -2.85963 -2.71528 0.25775
H 1.13754 4.19630 -3.45883
*
```

Results
Highest occupied orbital energy (alpha / beta) in hartree: -0.1757 / -0.1647
ΔE to the lowest compared entry with this formula, charge and spin in kJ/mol: 0.0
Frontier orbital gap (alpha / beta) in eV: 6.92 / 6.11
M in u: 866.20
E in eV: -63925.4412
Maximum force in eV/A: 0.47

***

What did the fourth record say?
A single C18H22N4O3 molecule. Source: the OMol25 dataset; level of theory: ωB97M-V/def2-TZVPD.

```
! wB97M-V def2-TZVPD RIJCOSX def2/J DEFGRID3
* xyz 0 1
C -4.31630 -0.04698 0.20137
H -0.02307 0.39163 -0.66602
C -4.67365 0.96416 -0.89917
H -3.86310 1.08994 1.99905
C -3.32737 0.73151 1.10566
H 2.07786 2.51662 -1.60882
C -2.20175 -0.15377 1.63747
C 3.89496 0.53166 0.45377
H -1.07692 -3.15921 0.62563
N -1.17138 -0.47167 0.83270
N 0.01694 -2.39495 -0.94140
H 3.22269 -2.69261 0.32861
H -5.74732 1.08617 -1.02040
C 4.68498 1.50777 1.06281
H -4.70502 2.82519 0.22902
H -3.84662 -0.93855 -0.21207
H 3.48569 4.23753 -0.51797
H -3.64873 2.90298 -1.20784
H 5.14494 3.58725 1.18221
C 3.59651 3.19684 -0.25118
C -0.13979 -1.36162 1.32922
H -1.77147 0.52919 -0.89916
C 4.03742 -0.87561 0.81184
H -0.37055 -1.59729 2.36925
N 2.14882 -0.02715 -1.14514
H -0.73805 -1.16824 -2.43878
O -2.89354 1.84651 0.35087
C -4.00964 2.25797 -0.40639
C -0.12219 -2.64101 0.48021
H -4.24896 0.66205 -1.85658
O 4.80963 -1.34785 1.61673
H -5.18693 -0.35849 0.77411
C -0.94843 -1.41734 -1.39850
H 0.67760 -3.30405 0.81419
H 1.82974 -3.28424 -1.34157
H -1.93112 -1.90253 -1.34855
C 2.80947 2.24815 -0.86314
C -0.97978 -0.12980 -0.55831
C 1.36570 -2.29732 -1.45550
C 4.53590 2.83034 0.71182
O -2.28783 -0.58571 2.77546
C 2.26333 -1.26116 -0.81703
H 1.29322 -2.07094 -2.52139
N 3.15920 -1.70400 0.11411
H 0.82447 -0.84484 1.28346
H 5.40233 1.19411 1.80599
C 2.94811 0.89936 -0.52066
*
```

Results
Highest occupied orbital energy in hartree: -0.3068
ΔE to the lowest compared entry with this formula, charge and spin in kJ/mol: 113.5
Structure (SMILES): O=C([C@@H]1CCCO1)N1CCN(Cc2nc3ccccc3c(=O)[nH]2)CC1
Frontier orbital gap in eV: 8.81
M in u: 342.40
E in eV: -31126.8880
Maximum force in eV/A: 0.68

***

Question: Which value of ΔE to the lowest compared entry with this formula, charge and spin does entry 2 give?
Answer: 34.8 kJ/mol